1.
# C7H15NO

A molecular structure, C7H15NO (the ωB97M-V functional and the def2-TZVPD basis, the OMol25 dataset).

Element x y z (Å)
1 C 0.20 0.29 -1.57
2 C 0.67 1.75 0.35
3 N 0.27 0.43 -0.12
4 C -2.22 0.29 0.20
5 C -2.94 0.22 -0.92
6 O -2.76 0.18 1.44
7 H -3.73 0.10 1.41
8 H -0.20 -0.69 -1.81
9 H 1.17 0.40 -2.07
10 H -0.41 1.09 -1.99
11 H 1.66 2.02 -0.03
12 H -0.07 2.47 -0.02
13 H 0.67 1.76 1.43
14 H -2.41 0.34 -1.85
15 H -4.02 0.11 -0.90
16 C 1.05 -1.76 1.29
17 C 1.57 -0.69 0.39
18 C 2.83 -0.72 -0.04
19 H -0.80 0.05 0.58
20 H 0.81 -1.42 2.30
21 H 0.15 -2.22 0.86
22 H 1.77 -2.57 1.46
23 H 3.52 -1.51 0.26
24 H 3.23 0.06 -0.66

Calculated values
LUMO energy, eV: 0.77
Maximum force, eV/Å: 7.37
ΔE to the lowest compared entry with this formula, charge and spin, kJ/mol: 621.7


2.
# C7H15NO

2 unconnected molecules or ions with the total composition C7H15NO (the ωB97M-V functional and the def2-TZVPD basis, the OMol25 dataset).

Element x y z (Å)
1 C -1.24 0.37 0.47
2 C -2.25 1.39 -0.02
3 C -1.82 -1.04 0.47
4 H -0.88 0.65 1.46
5 H 0.54 -0.24 0.65
6 H -1.91 2.41 0.14
7 H -3.20 1.28 0.52
8 H -2.45 1.26 -1.09
9 H -1.18 -1.73 1.02
10 H -2.81 -1.06 0.94
11 H -1.93 -1.41 -0.55
12 C 0.72 1.84 -0.76
13 C 1.93 -2.03 -0.11
14 C 0.08 0.47 -0.72
15 C 1.74 -0.71 0.55
16 N 2.64 0.02 1.07
17 O -0.06 -0.22 -1.73
18 H 3.57 -0.40 0.98
19 H 0.09 2.51 -1.35
20 H 1.69 1.75 -1.25
21 H 0.85 2.23 0.25
22 H 2.82 -2.09 -0.73
23 H 1.95 -2.89 0.57
24 H 1.13 -2.34 -0.78

Calculated values
LUMO energy, eV: 0.70
Maximum force, eV/Å: 4.78
ΔE to the lowest compared entry with this formula, charge and spin, kJ/mol: 317.1


3.
# C7H15NO2

2 unconnected molecules or ions with the total composition C7H15NO2 (the ωB97M-V functional and the def2-TZVPD basis, the OMol25 dataset).

Element x y z (Å)
1 C -3.43 0.50 1.03
2 C -2.25 -0.46 0.88
3 C -1.61 -0.42 -0.50
4 C -0.72 0.82 -0.76
5 C 0.52 -0.05 -0.44
6 C -0.35 -1.30 -0.64
7 N 1.71 0.09 -1.24
8 H -4.24 0.23 0.32
9 H -3.85 0.46 2.05
10 H -3.13 1.53 0.82
11 H -1.49 -0.22 1.65
12 H -2.58 -1.49 1.09
13 H -2.39 -0.59 -1.26
14 H -0.73 1.12 -1.82
15 H -0.88 1.72 -0.14
16 H 0.78 0.07 0.62
17 H -0.22 -2.13 0.07
18 H -0.24 -1.69 -1.67
19 H 2.13 1.15 -1.25
20 H 2.51 -0.53 -1.32
21 C 3.95 -0.16 0.76
22 O 3.68 -0.57 1.87
23 H 4.50 -0.77 0.02
24 O 3.88 1.25 0.35
25 H 4.47 1.44 -0.48

Calculated values
LUMO energy, eV: 0.43
Maximum force, eV/Å: 4.92
ΔE to the lowest compared entry with this formula, charge and spin, kJ/mol: 261.2


4.
# C7H15NO2

2 unconnected molecules or ions with the total composition C7H15NO2 (the ωB97M-V functional and the def2-TZVPD basis, the OMol25 dataset).

Element x y z (Å)
1 C -0.06 0.64 -2.16
2 C -1.34 1.35 -1.76
3 C 1.03 0.58 -0.99
4 N 2.16 -0.07 -1.45
5 O 1.14 1.55 -0.23
6 H 2.16 -1.03 -1.76
7 H 3.00 0.14 -0.91
8 H 0.43 1.22 -2.96
9 H -0.27 -0.36 -2.54
10 H -1.92 1.63 -2.65
11 H -1.98 0.70 -1.17
12 H -1.14 2.26 -1.19
13 C -1.16 0.50 1.81
14 C 1.44 -1.24 1.91
15 C -0.91 -0.78 1.08
16 C 0.31 -1.36 0.93
17 O -2.00 -1.43 0.56
18 H -2.78 -0.85 0.65
19 H 0.32 -2.30 0.37
20 H -1.92 1.10 1.30
21 H -0.26 1.11 1.87
22 H -1.50 0.28 2.83
23 H 2.39 -1.38 1.38
24 H 1.48 -0.25 2.39
25 H 1.39 -2.01 2.68

Calculated values
LUMO energy, eV: 0.83
Maximum force, eV/Å: 4.09
ΔE to the lowest compared entry with this formula, charge and spin, kJ/mol: 156.2